The following is a quantum chemistry calculation of a cluster of 10 separate species, C35H56O30 in total at a distorted geometry, from OMol25.

```
121
Properties=species:S:1:pos:R:3:lowdin_charge:R:1
C 5.047 2.559 -0.810 -0.001
C 4.036 1.748 -1.622 -0.275
C 4.563 1.223 -2.998 -0.049
O 3.995 -0.087 -3.011 0.085
C 3.767 -0.492 -1.752 -0.559
O 3.595 -1.639 -1.439 0.141
O 3.821 0.520 -0.918 0.092
H 4.551 2.679 0.153 0.075
H 5.255 3.529 -1.260 0.088
H 5.988 2.019 -0.720 0.094
H 3.113 2.305 -1.769 0.120
H 5.641 1.319 -3.101 0.137
H 4.032 1.797 -3.754 0.137
C 3.167 5.833 -0.183 -0.019
C 2.509 5.243 -1.426 -0.308
C 1.249 5.995 -1.880 -0.061
O 1.668 6.613 -3.102 0.082
C 2.956 6.398 -3.349 -0.571
O 3.636 6.851 -4.218 0.162
O 3.458 5.491 -2.471 0.059
H 3.494 6.857 -0.372 0.098
H 4.090 5.334 0.111 0.070
H 2.477 5.789 0.663 0.088
H 2.209 4.205 -1.282 0.113
H 0.958 6.744 -1.145 0.134
H 0.456 5.313 -2.179 0.126
C 0.213 -1.312 0.281 0.006
C -0.116 0.161 0.528 -0.284
C 1.097 0.983 1.043 -0.034
O 1.275 2.016 0.047 0.060
C 0.448 1.809 -0.978 -0.546
O 0.294 2.508 -1.924 0.164
O -0.360 0.731 -0.727 0.067
H 1.101 -1.405 -0.353 0.077
H -0.496 -1.830 -0.368 0.076
H 0.377 -1.888 1.187 0.072
H -0.824 0.315 1.344 0.123
H 2.027 0.409 1.065 0.120
H 1.037 1.493 2.002 0.123
C -1.024 -3.919 2.232 -0.076
C -1.101 -5.217 3.005 -0.208
O -2.419 -5.335 3.536 0.036
C -2.756 -6.487 4.144 -0.600
O -1.990 -7.349 4.465 0.145
O -4.074 -6.469 4.285 0.012
C -4.715 -7.605 4.814 -0.057
H 0.046 -3.700 2.168 0.060
H -1.475 -3.089 2.773 0.069
H -1.366 -3.979 1.198 0.081
H -0.438 -5.077 3.863 0.129
H -0.677 -6.002 2.379 0.133
H -4.288 -8.506 4.366 0.097
H -5.773 -7.662 4.566 0.091
H -4.626 -7.720 5.894 0.096
C -2.242 1.928 -3.992 -0.067
C -3.163 1.630 -5.135 -0.193
O -4.100 2.709 -5.242 0.044
C -5.408 2.453 -5.175 -0.602
O -6.009 1.429 -5.002 0.144
O -6.010 3.614 -5.344 -0.009
C -7.417 3.739 -5.232 -0.041
H -2.711 1.894 -3.004 0.076
H -1.807 2.928 -3.949 0.081
H -1.436 1.190 -4.021 0.074
H -3.677 0.669 -5.032 0.118
H -2.668 1.513 -6.103 0.131
H -7.858 3.185 -6.065 0.098
H -7.608 4.774 -5.515 0.092
H -7.842 3.462 -4.273 0.098
C 3.836 -2.370 1.770 -0.035
O 4.009 -0.970 1.907 -0.034
C 5.186 -0.494 2.343 -0.606
O 6.173 -1.134 2.534 0.157
O 4.981 0.817 2.422 -0.023
C 6.053 1.762 2.525 -0.027
H 4.429 -2.947 2.476 0.108
H 4.052 -2.625 0.731 0.076
H 2.772 -2.550 1.931 0.082
H 5.541 2.686 2.258 0.079
H 6.872 1.545 1.847 0.100
H 6.297 1.873 3.581 0.099
O -5.730 -1.000 -3.627 0.158
C -4.700 -1.068 -3.024 -0.594
O -3.650 -1.796 -3.388 0.076
C -2.501 -1.430 -2.671 -0.110
C -3.076 -0.591 -1.507 -0.129
O -4.435 -0.409 -1.887 0.069
H -1.925 -2.280 -2.310 0.123
H -1.885 -0.805 -3.328 0.111
H -2.531 0.334 -1.353 0.098
H -3.055 -1.240 -0.629 0.113
O 2.091 -1.639 4.601 0.177
C 1.312 -0.756 4.745 -0.570
O 0.009 -0.722 4.449 0.069
C -0.463 0.623 4.456 -0.108
C 0.582 1.270 5.388 -0.106
O 1.735 0.479 5.129 0.049
H -0.571 1.037 3.455 0.102
H -1.427 0.640 4.961 0.131
H 0.289 1.047 6.415 0.135
H 0.758 2.324 5.200 0.132
O 1.845 -7.437 -0.026 0.167
C 2.015 -6.343 -0.461 -0.583
O 1.519 -5.233 0.101 0.061
C 1.788 -4.088 -0.698 -0.121
C 2.611 -4.673 -1.886 -0.108
O 2.562 -6.056 -1.645 0.083
H 0.784 -3.755 -0.963 0.117
H 2.384 -3.245 -0.361 0.064
H 3.606 -4.230 -1.892 0.117
H 2.170 -4.355 -2.831 0.131
O -2.834 -1.088 1.774 0.163
C -3.480 -0.096 1.857 -0.558
O -3.771 0.545 3.018 0.061
C -4.402 1.782 2.770 -0.106
C -4.435 1.863 1.217 -0.095
O -4.027 0.571 0.836 0.047
H -5.447 1.814 3.076 0.129
H -3.861 2.619 3.207 0.127
H -3.782 2.601 0.744 0.132
H -5.444 2.054 0.854 0.135
```

As for the HOMO energy: -10.4 eV. The SMILES is C[C@H]1COC(=O)O1.C[C@H]1COC(=O)O1.C[C@H]1COC(=O)O1.CCOC(=O)OC.CCOC(=O)OC.COC(=O)OC.O=C1OCCO1.O=C1OCCO1.O=C1OCCO1.O=C1OCCO1. For the orbital gap, the calculation gives 9.796 eV. The spin multiplicity is 1. As for the total charge: 0.



The following is a quantum chemistry calculation of a cluster of 11 separate species, C35H57N3O13 in total at a distorted geometry, from OMol25.

```
108
Properties=species:S:1:pos:R:3:mulliken_spin:R:1
O -3.529 2.401 2.438 0.000
C -2.518 3.004 2.783 0.000
O -1.260 2.669 2.390 0.000
C -0.264 3.579 2.879 0.000
C -1.071 4.858 3.122 0.000
C -2.411 4.289 3.586 0.000
H 0.578 3.745 2.207 0.000
H 0.190 3.299 3.830 0.000
H -1.268 5.633 2.381 0.000
H -0.498 5.362 3.900 0.000
H -3.258 4.954 3.420 0.000
H -2.162 4.047 4.619 0.000
O 3.096 -2.974 -0.296 0.000
C 3.373 -3.191 0.863 0.000
O 4.359 -2.467 1.494 0.000
C 4.657 -3.044 2.724 0.004
C 3.387 -3.764 3.172 -0.013
C 2.794 -4.249 1.876 -0.009
H 4.883 -2.268 3.455 -0.001
H 5.535 -3.682 2.632 0.001
H 2.756 -3.094 3.756 0.029
H 3.698 -4.575 3.831 -0.003
H 1.734 -4.002 1.821 0.002
H 3.028 -5.263 1.551 -0.001
O 3.531 3.150 -2.405 0.000
C 2.926 2.466 -3.238 0.000
O 3.335 1.220 -3.549 0.000
C 2.528 0.568 -4.565 0.000
C 1.251 1.416 -4.633 0.000
C 1.616 2.745 -4.043 0.000
H 2.413 -0.489 -4.321 0.000
H 3.029 0.684 -5.526 0.000
H 0.509 1.005 -3.947 0.000
H 0.843 1.457 -5.643 0.000
H 0.834 3.176 -3.418 0.000
H 1.924 3.415 -4.846 0.000
O -1.284 -0.182 -7.290 0.000
C -1.966 -0.116 -6.260 0.000
O -1.969 -1.145 -5.382 0.000
C -2.858 -0.944 -4.363 0.000
C -3.065 0.575 -4.306 0.000
C -2.936 0.988 -5.724 0.000
H -2.556 -1.460 -3.451 0.000
H -3.726 -1.496 -4.724 0.000
H -2.246 1.095 -3.810 0.000
H -4.009 0.807 -3.814 0.000
H -2.475 1.960 -5.899 0.000
H -3.924 1.071 -6.176 0.000
O -1.910 -0.645 -0.759 0.000
C -0.823 -0.386 -0.215 0.000
O -0.634 -0.685 1.055 0.003
C 0.658 -0.450 1.579 -0.018
C 1.514 -0.087 0.343 0.003
C 0.445 0.275 -0.780 0.000
H 1.108 -1.287 2.113 0.017
H 0.414 0.402 2.214 -0.002
H 2.191 -0.871 0.004 0.000
H 2.145 0.768 0.591 0.000
H 0.722 -0.172 -1.734 0.000
H 0.262 1.340 -0.924 0.000
C -2.288 -0.177 4.004 0.008
O -3.618 0.280 4.229 0.000
H -1.539 0.392 4.555 0.001
H -2.247 -1.175 4.441 -0.001
H -1.963 -0.441 2.997 0.001
H -3.718 1.081 3.710 0.000
C -4.843 0.405 0.651 0.000
O -5.001 0.037 -0.722 0.000
H -5.476 1.224 0.993 0.000
H -5.012 -0.518 1.205 0.000
H -3.776 0.591 0.778 0.000
H -4.144 -0.343 -0.928 0.000
C 3.068 0.843 4.589 0.000
O 1.926 1.540 4.040 0.000
H 3.184 -0.235 4.479 0.001
H 3.930 1.224 4.040 0.000
H 3.192 1.069 5.648 0.000
H 1.391 1.921 4.740 0.000
N 2.272 -3.144 -3.334 0.000
C 0.934 -2.977 -3.567 0.000
C 0.704 -3.133 -4.923 0.000
C 1.910 -3.448 -5.502 0.000
C 2.857 -3.493 -4.496 0.000
H 2.808 -3.082 -2.480 0.000
H 0.276 -2.631 -2.784 0.000
H -0.229 -3.066 -5.463 0.000
H 2.005 -3.756 -6.532 0.000
H 3.912 -3.713 -4.571 0.000
N 0.654 -3.652 6.056 -0.049
C 0.638 -4.909 5.463 0.346
C 0.030 -4.693 4.237 0.121
C -0.234 -3.334 4.045 0.188
C 0.270 -2.680 5.188 0.323
H 0.891 -3.339 6.986 -0.002
H 0.869 -5.786 6.049 -0.002
H -0.294 -5.477 3.569 0.001
H -0.781 -2.958 3.193 0.015
H 0.358 -1.629 5.418 0.036
N -1.627 3.241 -0.679 0.000
C -0.941 4.351 -0.979 0.000
C -1.223 4.701 -2.309 0.000
C -2.143 3.797 -2.734 0.000
C -2.395 2.897 -1.725 0.000
H -1.632 2.769 0.214 0.000
H -0.258 4.700 -0.219 0.000
H -0.885 5.605 -2.793 0.000
H -2.527 3.725 -3.741 0.000
H -2.926 1.962 -1.621 0.000
```

As for the HOMO energy (alpha / beta): -9.3 / -9.3 eV. For the orbital gap (alpha / beta), the calculation gives 5.183 / 1.105 eV. The spin multiplicity is 2. As for the total charge: +1.



The following is a quantum chemistry calculation of a structure of composition C35H58GeLaN6S3Si3 at a distorted geometry, from OMol25.

```
107
Properties=species:S:1:pos:R:3:mulliken_spin:R:1
La -1.776 0.963 -0.171 0.016
C -3.564 3.152 -1.562 -0.006
N -3.329 3.182 -0.072 0.013
C -2.194 4.071 0.185 0.020
C -1.576 4.022 1.592 -0.005
N -0.963 2.717 1.852 -0.002
C -1.728 1.777 2.712 0.005
C 0.414 2.810 2.172 0.003
C 0.946 3.879 2.915 0.000
C 2.271 4.106 3.081 0.001
C 3.185 3.272 2.489 0.001
C 2.671 2.056 1.932 0.008
C 1.306 1.747 1.860 -0.007
S 0.879 0.162 1.064 0.004
C -4.564 3.260 0.692 0.001
C -5.004 4.521 1.142 -0.001
C -5.971 4.634 2.127 0.000
C -6.580 3.479 2.570 0.000
C -6.274 2.225 2.005 0.000
C -5.252 2.059 1.028 -0.001
S -4.909 0.496 0.372 -0.001
H -3.897 4.131 -1.937 0.004
H -4.278 2.312 -1.738 -0.004
H -2.629 2.957 -2.050 0.004
H -2.423 5.129 -0.002 0.003
H -1.346 3.793 -0.494 -0.019
H -2.331 4.251 2.395 0.000
H -0.769 4.746 1.581 0.000
H -1.876 2.232 3.718 0.000
H -1.264 0.803 2.793 -0.001
H -2.702 1.666 2.237 -0.002
H 0.276 4.655 3.274 0.000
H 2.533 5.054 3.661 0.000
H 4.250 3.445 2.568 0.000
H 3.332 1.358 1.420 -0.001
H -4.505 5.393 0.742 0.000
H -6.310 5.600 2.503 0.000
H -7.285 3.571 3.389 0.000
H -6.970 1.390 2.244 0.000
C -4.047 -3.778 -4.195 0.004
C -5.050 -2.992 -3.354 0.002
N -4.437 -2.686 -2.023 0.036
C -3.451 -1.809 -1.761 0.057
S -2.512 -1.991 -0.261 0.004
N -3.273 -0.866 -2.650 -0.012
N -2.327 0.085 -2.422 0.219
C -1.764 0.744 -3.438 0.039
C -2.247 0.644 -4.924 -0.018
C -0.585 1.536 -3.197 0.229
C 0.243 1.993 -4.267 -0.069
C 1.508 2.472 -4.007 0.149
C 1.921 2.638 -2.658 0.077
C 0.991 2.365 -1.663 0.045
N -0.318 1.997 -1.904 0.160
H -4.571 -4.347 -5.006 -0.001
H -3.529 -4.518 -3.625 0.000
H -3.322 -3.114 -4.647 0.001
H -6.037 -3.426 -3.210 0.000
H -5.263 -2.067 -3.904 -0.001
H -4.536 -3.408 -1.346 -0.003
H -2.948 -0.190 -5.036 0.004
H -1.343 0.459 -5.505 -0.002
H -2.742 1.566 -5.255 0.006
H -0.008 1.813 -5.292 0.017
H 2.165 2.755 -4.841 0.015
H 2.950 2.952 -2.398 0.003
H 1.201 2.688 -0.656 -0.004
C 0.734 -3.382 -1.589 -0.002
Si 1.524 -3.763 0.105 -0.001
C 0.176 -4.211 1.265 0.001
C 2.591 -5.367 -0.131 0.000
Ge 2.742 -1.824 1.010 0.008
Si 4.661 -1.650 -0.419 -0.002
C 5.670 -0.097 -0.084 0.001
C 4.015 -1.607 -2.204 -0.007
C 5.731 -3.214 -0.151 0.000
Si 3.546 -2.308 3.252 0.000
C 2.038 -2.835 4.290 0.000
C 4.530 -0.974 4.072 0.000
C 4.634 -3.842 2.982 0.000
H -0.357 -3.430 -1.423 0.000
H 1.080 -4.095 -2.331 0.000
H 0.927 -2.387 -2.084 0.002
H -0.488 -4.982 0.817 0.000
H -0.439 -3.329 1.450 0.000
H 0.552 -4.485 2.257 0.000
H 1.988 -6.184 -0.542 0.000
H 2.960 -5.580 0.854 0.000
H 3.429 -5.154 -0.853 0.000
H 5.399 0.717 -0.773 0.000
H 6.754 -0.277 -0.238 0.000
H 5.587 0.276 0.947 0.000
H 3.212 -0.852 -2.383 0.007
H 3.611 -2.604 -2.524 0.001
H 4.869 -1.385 -2.911 0.001
H 5.267 -4.040 0.400 0.000
H 6.652 -2.921 0.360 0.000
H 5.983 -3.551 -1.160 0.000
H 1.102 -2.563 3.714 0.000
H 2.090 -2.307 5.257 0.000
H 1.973 -3.918 4.413 0.000
H 4.139 -0.010 3.725 0.000
H 5.632 -0.858 3.820 0.000
H 4.469 -1.054 5.178 0.000
H 4.348 -4.490 2.117 0.000
H 4.522 -4.497 3.861 0.000
H 5.683 -3.558 2.807 0.000
```

As for the HOMO energy (alpha / beta): -5.0 / -6.4 eV. For the relative energy (zero: lowest compared OMol25 entry of this formula, charge and spin), the calculation gives 0.0 kJ/mol. For the orbital gap (alpha / beta), the calculation gives 3.918 / 5.279 eV. The spin multiplicity is 2. As for the total charge: 0.



The following is a quantum chemistry calculation of a cluster of 9 separate species, C35H58NO15 in total at a distorted geometry, from OMol25.

```
109
Properties=species:S:1:pos:R:3:lowdin_charge:R:1
C -0.236 -3.409 1.025 0.007
N -0.388 -2.150 0.270 -0.301
C 0.250 -1.140 1.089 0.009
C 0.290 -2.366 -1.040 0.021
C -1.813 -1.806 -0.022 -0.035
C -2.071 -0.521 -0.925 -0.254
O -3.413 -0.307 -0.938 -0.046
H 0.681 -3.551 1.287 0.027
H -0.529 -4.337 0.459 0.149
H -0.770 -3.403 2.004 0.117
H 1.219 -1.502 1.318 0.080
H -0.103 -0.802 1.990 0.069
H 0.305 -0.077 0.393 0.181
H 1.067 -3.100 -1.136 0.111
H 0.651 -1.497 -1.598 0.127
H -0.216 -2.818 -1.655 0.012
H -2.231 -1.560 0.881 0.096
H -2.437 -2.674 -0.474 0.185
H -1.904 -0.703 -1.925 0.080
H -1.652 0.396 -0.544 0.090
H -3.600 0.429 -1.525 0.075
C 5.705 -2.316 0.557 0.141
C 6.810 -1.353 0.199 -0.148
C 6.771 -0.309 -0.767 -0.346
O 7.590 0.580 -0.957 0.126
C 5.592 -0.372 -1.809 0.206
C 4.386 -1.396 -1.327 -0.079
C 4.410 -2.257 -0.219 -0.360
O 3.443 -3.041 -0.013 0.071
O 3.361 -1.564 -2.268 0.124
O 7.932 -1.437 0.990 0.144
H 5.655 -2.951 1.453 0.124
H 5.566 -0.172 -2.742 0.017
H 3.400 -1.018 -2.895 -0.014
H 8.344 -0.693 0.826 0.016
C -4.710 3.236 -3.919 0.131
C -3.115 2.963 -3.898 -0.095
C -2.472 3.454 -5.049 -0.401
O -1.222 3.315 -5.187 0.089
C -3.136 4.100 -6.095 0.079
C -4.600 4.233 -6.079 -0.150
C -5.351 4.010 -4.885 -0.393
O -6.524 4.388 -4.673 0.122
O -5.303 4.664 -7.173 0.099
O -2.439 2.264 -2.927 0.088
H -5.002 2.650 -3.125 0.074
H -2.623 4.409 -6.951 0.107
H -4.760 4.688 -8.000 0.148
H -1.583 2.050 -3.138 0.023
C -4.104 2.546 0.800 0.009
C -3.357 1.775 1.942 -0.412
O -2.230 1.242 1.825 0.009
C -4.100 1.516 3.214 -0.037
H -4.971 2.046 0.367 0.089
H -3.338 2.723 0.164 0.014
H -4.583 3.505 1.216 0.124
H -3.995 0.441 3.642 0.127
H -4.997 1.322 2.755 0.034
H -4.340 2.187 4.041 0.096
C -0.127 3.350 -0.481 -0.003
C 0.620 2.212 -1.248 -0.431
O -0.002 1.522 -2.077 0.016
C 1.973 1.888 -0.698 -0.051
H -1.041 3.689 -1.012 0.081
H 0.542 4.310 -0.383 0.125
H -0.212 3.084 0.516 0.038
H 2.655 2.555 -1.243 0.088
H 2.502 0.881 -1.017 0.107
H 2.206 2.158 0.438 0.117
C -2.918 -2.565 -6.060 0.002
C -2.549 -1.406 -5.122 -0.427
O -1.412 -1.459 -4.577 0.030
C -3.535 -0.388 -4.915 -0.023
H -3.002 -2.211 -7.065 0.088
H -3.918 -2.915 -5.967 0.080
H -2.259 -3.269 -6.235 0.024
H -4.601 -0.646 -5.019 0.106
H -3.548 0.552 -5.523 0.121
H -3.539 -0.313 -3.888 0.044
C -0.929 2.835 4.988 0.024
C 0.330 1.890 4.921 -0.412
O 1.425 2.410 4.891 0.047
C 0.142 0.338 5.087 0.006
H -1.340 2.767 5.995 0.098
H -1.415 2.149 4.343 0.033
H -0.690 3.732 4.622 0.035
H 1.190 -0.268 4.867 0.142
H -0.597 -0.099 4.452 0.049
H -0.120 0.042 5.973 0.000
C 4.693 1.799 1.611 -0.025
C 3.927 0.790 2.488 -0.523
O 2.840 0.443 2.139 0.044
C 4.487 0.430 3.838 -0.010
H 4.494 2.950 1.761 0.135
H 4.673 1.724 0.578 0.017
H 5.764 1.674 1.912 0.080
H 3.818 -0.389 3.993 0.049
H 4.137 1.291 4.493 0.121
H 5.590 0.017 3.706 0.132
C 2.126 -4.508 4.553 -0.026
C 0.623 -4.742 4.476 -0.512
O -0.136 -3.867 4.207 0.063
C 0.215 -6.169 4.791 -0.024
H 2.450 -4.260 5.592 0.099
H 2.554 -3.637 3.787 0.133
H 2.719 -5.237 4.133 0.027
H 0.625 -7.117 4.250 0.126
H -0.842 -6.340 4.472 0.089
H 0.242 -6.207 5.825 0.056
```

As for the HOMO energy: -10.8 eV. For the relative energy (zero: lowest compared OMol25 entry of this formula, charge and spin), the calculation gives 482.9 kJ/mol. For the orbital gap, the calculation gives 6.077 eV. The spin multiplicity is 1. As for the total charge: +1.